Record 1
ORCA calculation (ωB97M-V with the def2-TZVPD basis set) on a molecular structure, C3HFMgO at a distorted geometry.

The geometry in XYZ format:
```
7
Properties=species:S:1:pos:R:3:nbo_charge:R:1
O 1.7456 1.8314 -1.3684 -0.459
C 0.9151 1.3442 -0.6461 0.596
C 0.0004 1.2666 0.3075 -0.448
C 0.1573 -0.0543 0.5254 -0.864
H -0.0056 0.6558 1.6826 0.306
F -1.8262 -3.2676 -0.5391 -0.928
Mg -0.9866 -1.7762 0.0382 1.797
```


Record 2
ORCA calculation (ωB97M-V with the def2-TZVPD basis set) on a molecular structure, C3HFOPt at a distorted geometry.

Summary:
charge: -1
multiplicity: 4

The geometry in XYZ format:
```
7
Properties=species:S:1:pos:R:3:mulliken_spin:R:1
O 1.6954 1.7686 1.1012 0.177
C 0.9675 1.0148 0.4267 0.202
C 0.7773 0.1607 -0.6085 0.748
C -0.5208 0.3989 0.2001 0.505
H -1.3517 1.0703 -0.0811 0.087
F -1.0788 -2.9738 -0.6275 0.119
Pt -0.4889 -1.4396 -0.4109 1.163
```


Record 3
ORCA calculation (ωB97M-V with the def2-TZVPD basis set) on a molecular structure, C3HFeO at a distorted geometry.

Summary:
charge: +2
multiplicity: 6

The geometry in XYZ format:
```
6
Properties=species:S:1:pos:R:3:mulliken_spin:R:1
O 1.4934 0.1826 0.0227 0.211
C 0.3536 0.5034 -0.1930 0.635
C -0.9018 0.4088 0.3498 -0.011
C -1.7471 -0.4217 -0.0065 0.331
H -2.4943 -1.1847 -0.1733 0.006
Fe 3.2961 0.5118 0.0004 3.828
```


Record 4
ORCA calculation (ωB97M-V with the def2-TZVPD basis set) on a molecular structure, C3HI5 at a distorted geometry.

The geometry in XYZ format:
```
9
Properties=species:S:1:pos:R:3:nbo_charge:R:1
C 0.6817 -0.4367 0.1483 -0.302
C 1.5025 0.5732 -0.0945 -0.497
C -1.5872 -0.1945 -0.0087 -0.579
I 1.1158 -2.3207 0.7451 0.274
I 3.5639 0.6780 0.0838 0.245
I 0.6350 2.5628 -0.3678 0.157
I -1.8046 0.6635 -1.8713 0.265
I -2.3829 -1.9664 0.6159 0.288
H -1.7242 0.4407 0.7492 0.150
```


Record 5
ORCA calculation (ωB97M-V with the def2-TZVPD basis set) on a molecular structure, C3HLiO4Pd at a distorted geometry.

Summary:
charge: +1
multiplicity: 4

The geometry in XYZ format:
```
10
Properties=species:S:1:pos:R:3:mulliken_spin:R:1
O -0.9302 1.2750 3.4519 -0.215
C -0.9539 0.4989 2.5759 0.163
O -1.0283 -0.3803 1.8357 -0.031
Pd -1.4701 1.8248 4.9762 2.080
O 1.0288 1.1235 -0.8464 0.156
C 0.5637 -0.1135 -0.6098 0.447
C -0.1999 -1.0668 -0.5521 0.145
O -1.0153 -2.0259 -0.4593 0.256
Li -1.4890 -3.6885 -0.5729 0.006
H 1.3356 1.1286 -1.7709 -0.006
```


Record 6
ORCA calculation (ωB97M-V with the def2-TZVPD basis set) on a molecular structure, C3HLiO4Y at a distorted geometry.

Summary:
charge: +3

The geometry in XYZ format:
```
10
Properties=species:S:1:pos:R:3:nbo_charge:R:1
O 1.8583 0.9724 -0.0270 -0.873
C 1.6671 -0.2241 0.3884 1.035
O 0.4693 -0.7412 0.2591 -0.358
O 2.6200 -0.9571 -0.0646 -0.488
Y 0.2235 2.4040 0.0179 2.507
C -0.5822 0.1868 0.1796 -0.606
C -1.8164 -0.2058 0.2107 0.755
O -2.9828 -0.4096 0.2341 -0.534
Li -4.5776 -0.9554 -0.6210 0.994
H 3.1207 -0.0699 -0.5772 0.569
```


Record 7
ORCA calculation (ωB97M-V with the def2-TZVPD basis set) on 2 unconnected molecules or ions with the total composition C3HN2O2 at a distorted geometry.

Summary:
charge: -1

The geometry in XYZ format:
```
8
Properties=species:S:1:pos:R:3:nbo_charge:R:1
C -2.1609 -0.0567 -0.1523 0.082
C 1.3247 -0.7780 0.3907 0.186
C 1.4300 0.5291 -0.2422 0.656
N -3.1602 0.2686 0.3515 -0.400
N 0.9188 -1.8153 0.6146 -0.404
O 0.4685 0.6783 -1.0018 -0.707
O 2.2406 1.3588 0.2000 -0.694
H -1.0614 -0.1848 -0.1605 0.279
```


Record 8
ORCA calculation (ωB97M-V with the def2-TZVPD basis set) on a gas-phase ion, C3HN2O2 (charge -1) at a distorted geometry.

Summary:
charge: -1
SMILES: [H]/N=C(/C#N)C(=O)[O-]

The geometry in XYZ format:
```
8
Properties=species:S:1:pos:R:3:nbo_charge:R:1
H 2.1696 0.3607 -0.0422 0.355
N 1.3221 0.9479 -0.2348 -0.632
C 0.2176 0.3217 -0.1828 0.154
C -1.0865 1.1696 0.0400 0.262
N -1.9408 1.8727 0.3192 -0.385
C -0.1679 -1.2165 -0.0017 0.708
O -0.7852 -1.4941 1.0206 -0.712
O 0.2712 -1.9619 -0.9184 -0.749
```


Record 9
ORCA calculation (ωB97M-V with the def2-TZVPD basis set) on C3HN3O in the gas phase at a distorted geometry.

The geometry in XYZ format:
```
8
Properties=species:S:1:pos:R:3:nbo_charge:R:1
C -0.6090 1.3936 -0.1219 0.184
C -1.3599 -1.0285 -0.0024 0.206
C -0.3882 0.0196 0.0236 0.120
N -0.7531 2.5273 -0.1364 -0.195
N -2.0708 -1.9280 -0.0121 -0.240
N 1.7732 0.1372 -0.1040 -0.211
O 0.7911 -0.6119 0.1593 -0.173
H 2.6166 -0.5094 0.1938 0.310
```


Record 10
ORCA calculation (ωB97M-V with the def2-TZVPD basis set) on C3HN3O in the gas phase at a distorted geometry.

Summary:
SMILES: N#CC1(C#N)NO1

The geometry in XYZ format:
```
8
Properties=species:S:1:pos:R:3:nbo_charge:R:1
N -1.2250 -1.8903 1.2777 -0.238
C -0.8126 -1.0908 0.6028 0.227
C -0.0994 0.0053 -0.2307 0.190
C 1.0323 -0.4590 -0.8979 0.209
N 2.0131 -0.7405 -1.4315 -0.194
N 0.1406 1.4275 0.2406 -0.259
O -0.8217 1.0263 -0.7222 -0.299
H -0.2273 1.7215 1.1612 0.364
```


Record 11
ORCA calculation (ωB97M-V with the def2-TZVPD basis set) on 2 unconnected molecules or ions with the total composition C3HN4 at a distorted geometry.

Summary:
charge: +1
multiplicity: 3

The geometry in XYZ format:
```
8
Properties=species:S:1:pos:R:3:mulliken_spin:R:1
C 0.7693 -0.8036 0.7330 0.313
C -2.0254 0.8403 -0.1163 -0.093
C 3.0057 -0.0676 0.0589 0.833
N -2.3089 1.9341 -0.0945 0.331
N 3.9701 0.2222 -0.3918 0.062
N -1.4260 -0.3766 -0.0746 0.482
N -0.2644 -0.5043 0.3708 0.092
H -1.7205 -1.2446 -0.4855 -0.019
```


Record 12
ORCA calculation (ωB97M-V with the def2-TZVPD basis set) on C3HNO2S in the gas phase at a distorted geometry.

Summary:
SMILES: O=C1C=NOC1=S

The geometry in XYZ format:
```
8
Properties=species:S:1:pos:R:3:nbo_charge:R:1
O 0.1115 1.9908 0.0208 -0.421
C 0.0050 0.7866 0.0037 0.421
C -1.2223 -0.0302 -0.0716 -0.090
N -0.9581 -1.2990 -0.0125 0.004
O 0.4427 -1.4344 0.0370 -0.346
C 1.1211 -0.2350 0.0709 0.026
S 2.7084 -0.1245 -0.0313 0.175
H -2.2083 0.3457 -0.0170 0.232
```


Record 13
ORCA calculation (ωB97M-V with the def2-TZVPD basis set) on 2 unconnected molecules or ions with the total composition C3HNO3 at a distorted geometry.

The geometry in XYZ format:
```
8
Properties=species:S:1:pos:R:3:nbo_charge:R:1
C 1.8783 1.9654 -0.7218 0.376
C 1.3043 -0.2046 0.5248 0.546
C -2.3751 -0.4833 -0.4217 1.023
N 1.5300 0.9820 -0.2385 -0.627
O -2.0526 0.6080 -0.3893 -0.522
O 0.5921 -1.0310 0.0601 -0.469
O -2.6283 -1.5831 -0.4416 -0.501
H 1.7513 -0.2533 1.6281 0.174
```


Record 14
ORCA calculation (ωB97M-V with the def2-TZVPD basis set) on 2 unconnected molecules or ions with the total composition C3HNO3S3 at a distorted geometry.

The geometry in XYZ format:
```
11
Properties=species:S:1:pos:R:3:nbo_charge:R:1
C 0.9468 -0.8266 1.4894 -0.300
C -0.2315 0.1732 -0.6726 -0.104
C 0.6228 0.1321 0.4515 -0.458
N -1.5751 -0.3957 -0.4346 0.497
O -2.4817 0.3265 -0.4904 -0.333
O -1.5855 -1.5744 -0.2768 -0.353
O 0.9709 2.5408 -0.7930 -0.880
S 0.2720 -1.6387 2.6620 0.191
S 2.3860 -0.3227 0.6283 0.363
S -0.0614 1.8929 0.0117 1.243
H 0.7367 -0.3076 -2.5756 0.133
```


Record 15
ORCA calculation (ωB97M-V with the def2-TZVPD basis set) on a molecular structure, C3HNOS3 at a distorted geometry.

Summary:
charge: -2
multiplicity: 3

The geometry in XYZ format:
```
9
Properties=species:S:1:pos:R:3:mulliken_spin:R:1
C 0.7585 0.8385 -0.0768 0.094
C 0.9133 -1.1035 0.0100 0.661
C -0.5724 0.8716 0.1117 0.249
N -1.2193 -0.3695 0.3453 0.032
O -0.3489 -1.4924 0.1361 0.073
S 2.0928 1.7819 -0.3431 0.407
S 2.1284 -2.2025 -0.0502 0.263
S -1.7098 2.1728 0.1140 0.197
H -2.0426 -0.4970 -0.2470 0.024
```


Record 16
ORCA calculation (ωB97M-V with the def2-TZVPD basis set) on a gas-phase ion, C3HO2 (charge -1) at a distorted geometry.

Summary:
charge: -1
SMILES: O=c1cc1[O-]

The geometry in XYZ format:
```
6
Properties=species:S:1:pos:R:3:nbo_charge:R:1
O -0.4330 0.9407 -1.9968 -0.851
C -0.0248 0.4133 -0.6058 0.329
C 0.0588 -0.7991 0.0049 -0.391
C 0.2687 0.3156 0.7895 0.427
O 0.3864 0.8657 1.8801 -0.693
H -0.2562 -1.7362 -0.0720 0.179
```


Record 17
ORCA calculation (ωB97M-V with the def2-TZVPD basis set) on a molecular structure, C3HO2Sr at a distorted geometry.

Summary:
charge: +2
multiplicity: 2

The geometry in XYZ format:
```
7
Properties=species:S:1:pos:R:3:mulliken_spin:R:1
C 3.3743 -0.5010 -0.1036 -0.054
H 4.3774 -0.8641 -0.2536 0.026
C 2.2636 -0.0663 0.0987 1.015
O -0.4664 0.5338 0.0835 0.012
C -1.5977 0.2739 0.0908 0.001
Sr -5.1859 0.2385 0.0368 0.000
O -2.7654 0.3851 0.0473 0.000
```


Record 18
ORCA calculation (ωB97M-V with the def2-TZVPD basis set) on a gas-phase ion, C3HO3 (charge -1) at a distorted geometry.

Summary:
charge: -1
SMILES: O=C1O/C1=C/[O-]

The geometry in XYZ format:
```
7
Properties=species:S:1:pos:R:3:nbo_charge:R:1
O -1.2397 -1.9851 1.6210 -0.626
C -1.0303 -1.0584 0.8995 0.821
O -1.5946 -0.0724 0.2296 -0.597
C 0.0475 -0.1454 0.0888 -0.320
C 1.0618 0.8782 -0.7634 0.296
O 2.2785 0.7411 -0.8030 -0.683
H 0.4768 1.6420 -1.2725 0.109
```


Record 19
ORCA calculation (ωB97M-V with the def2-TZVPD basis set) on a molecular structure, C3HO3S at a distorted geometry.

Summary:
charge: -1

The geometry in XYZ format:
```
8
Properties=species:S:1:pos:R:3:nbo_charge:R:1
C -0.1132 -0.0319 -0.9553 -0.241
C 1.8223 -0.6670 1.5523 0.379
C -1.1406 0.4242 -0.0317 0.692
O 1.7840 0.4833 1.6268 -0.576
O -1.4668 1.4362 0.5483 -0.665
O -1.7254 -0.7006 -0.2280 -0.625
S 0.9541 -1.2466 -0.5752 -0.152
H -0.1144 0.3024 -1.9372 0.188
```


Record 20
ORCA calculation (ωB97M-V with the def2-TZVPD basis set) on a molecular structure, C3HO3Sr at a distorted geometry.

Summary:
multiplicity: 2

The geometry in XYZ format:
```
8
Properties=species:S:1:pos:R:3:mulliken_spin:R:1
C 2.3340 -1.8873 -1.1762 0.008
C 1.4602 -2.4017 -0.2599 0.023
O 3.6769 -1.8685 -1.0029 -0.004
H 3.9460 -2.3168 -0.1912 0.000
O 1.8725 -1.1906 -2.1618 -0.046
Sr 0.0256 -1.3565 -3.7060 1.017
O 0.4918 0.5591 2.1853 0.001
C 0.2208 0.9746 1.1626 0.000
```


no.,electronic energy (eV)
1,-13331.1815
2,-11132.5591
3,-39534.8590
4,-43626.0817
5,-14987.6006
6,-12531.4065
7,-10203.1465
8,-10203.1173
9,-9639.3055
10,-9640.1129
11,-9068.2546
12,-19544.5610
13,-10758.3620
14,-43254.5267
15,-39165.2564
16,-7219.4640
17,-8035.0996
18,-9266.3877
19,-20104.3789
20,-10099.5484